# 1
39
Properties=species:S:1:pos:R:3:nbo_charge:R:1 method="wB97M-V/def2-TZVPD" charge=-1 homo_lumo_gap_ha=0.18905 e_homo_ha=-0.1026
Li 10.044 -10.644 0.448 0.9132
O 7.042 -8.701 -1.528 -0.7065
C 7.983 -9.080 -0.826 0.5798
N 8.732 -10.190 -0.920 -0.7618
C 8.510 -11.067 -1.953 -0.2829
C 9.485 -12.202 -1.875 0.2639
C 9.578 -13.172 -2.951 -0.2446
C 10.591 -14.122 -2.925 -0.1723
C 11.489 -14.135 -1.821 -0.2686
C 11.281 -13.206 -0.798 0.0505
N 10.310 -12.271 -0.846 -0.5314
C 8.373 -8.332 0.423 0.1622
C 7.667 -7.252 0.902 -0.2458
C 7.995 -6.685 2.137 -0.1550
C 9.024 -7.295 2.958 -0.2667
C 9.715 -8.312 2.386 0.0306
N 9.436 -8.767 1.146 -0.4998
H 8.513 -10.502 -2.893 0.2098
H 7.456 -11.431 -1.978 0.1918
H 8.777 -13.055 -3.688 0.2172
H 10.761 -14.793 -3.744 0.2106
H 12.180 -14.932 -1.737 0.2161
H 11.939 -13.171 0.088 0.2102
H 6.827 -6.972 0.285 0.2406
H 7.444 -5.799 2.508 0.2079
H 9.121 -6.859 3.932 0.2171
H 10.520 -8.753 2.903 0.2030
Te 14.329 -9.296 0.642 -0.5619
C 16.378 -9.181 1.171 -0.2079
C 16.678 -8.675 2.460 -0.2614
C 18.044 -8.743 2.875 -0.2171
C 18.973 -9.340 2.011 -0.2782
C 18.640 -9.802 0.735 -0.2089
C 17.325 -9.659 0.258 -0.2651
H 15.875 -8.431 3.209 0.2200
H 18.372 -8.363 3.832 0.1926
H 19.961 -9.526 2.457 0.1900
H 19.322 -10.381 0.193 0.1898
H 17.013 -10.138 -0.687 0.2191

---

# 2
54
Properties=species:S:1:pos:R:3:nbo_charge:R:1 method="wB97M-V/def2-TZVPD" de_lowest_ev=6.4561 homo_lumo_gap_ha=0.32442 e_homo_ha=-0.3266
C 0.233 3.643 -2.608 -0.6372
C -0.762 2.819 -1.744 -0.4097
C 0.230 2.194 -0.657 -0.4063
C -0.660 1.363 0.193 0.0180
C -1.117 2.080 1.254 -0.4315
C -0.779 -0.137 -0.084 -0.6132
H -0.223 4.680 -2.676 0.2139
H 0.677 3.102 -3.411 0.2256
H 1.050 4.032 -2.033 0.1944
H -1.475 3.390 -1.231 0.1973
H -1.323 1.913 -2.198 0.2437
H 0.933 1.466 -1.175 0.1788
H 0.744 3.078 -0.204 0.2082
H -1.711 1.848 2.183 0.2026
H -0.778 3.099 1.282 0.1715
H 0.235 -0.718 -0.146 0.2194
H -1.370 -0.761 0.552 0.1778
H -1.191 -0.242 -1.060 0.2304
H 1.616 4.603 2.282 0.4806
H 2.967 3.992 2.680 0.4606
O 2.049 3.986 2.853 -0.9394
H -1.536 -1.627 1.695 0.4619
H -1.775 -2.328 3.061 0.4913
O -1.570 -2.539 2.104 -0.9647
H 0.784 -3.916 1.479 0.4708
H 1.413 -2.897 0.572 0.4618
O 0.854 -3.697 0.466 -0.9296
H 0.326 0.885 5.393 0.4679
H 0.660 1.624 4.038 0.4825
O 0.731 0.739 4.422 -0.9499
H 0.048 -2.171 4.939 0.4782
H -0.159 -3.567 4.321 0.4760
O -0.583 -2.863 4.863 -0.9490
H 0.439 -4.080 -3.780 0.4580
H -0.313 -3.324 -3.001 0.4723
O -0.320 -4.278 -3.238 -0.9320
H 3.576 2.097 2.522 0.4638
H 4.243 0.960 1.991 0.4644
O 3.510 1.314 2.216 -0.8899
H 1.284 0.352 -2.359 0.4578
H 0.117 0.376 -3.353 0.4881
O 0.929 -0.141 -3.185 -0.9514
H -1.235 -3.841 -0.530 0.4845
H -2.247 -4.480 0.427 0.4820
O -2.077 -4.178 -0.453 -0.9654
H -2.210 0.924 -4.629 0.4776
H -2.540 0.160 -3.442 0.4981
O -1.804 0.752 -3.770 -0.9571
H 1.915 -1.117 1.052 0.4495
H 2.883 0.082 1.367 0.4915
O 2.783 -0.735 0.762 -0.9771
H -2.552 -2.671 -4.110 0.4675
H -2.543 -2.957 -2.566 0.5103
O -2.374 -2.286 -3.329 -0.9751

---

# 3
100
Properties=species:S:1:pos:R:3:mulliken_charge:R:1 method="wB97M-V/def2-TZVPD" de_lowest_ev=0.0000 charge=+3 homo_lumo_gap_ha="0.24341 / 0.24522" e_homo_ha="-0.5696 / -0.5698"
Ce 10.496 11.520 10.222 -1.1714
C 7.124 12.733 9.810 -0.8030
C 6.809 11.534 8.951 -0.8232
S 8.244 10.464 8.609 0.0809
C 8.599 11.060 6.923 -0.7059
C 9.929 10.441 6.416 -1.2179
S 11.342 10.830 7.440 0.3087
C 11.729 12.499 6.876 -0.7432
C 13.011 13.066 7.449 -0.7936
S 12.961 14.004 8.942 0.5143
C 11.717 15.338 8.625 -0.2651
C 11.722 16.492 9.650 -1.6774
S 8.806 13.475 9.738 0.0870
H 6.956 12.477 10.843 0.1305
H 6.433 13.543 9.581 0.6664
H 6.533 11.850 7.941 0.4583
H 6.017 10.915 9.363 0.4722
H 8.655 12.157 6.978 0.3508
H 7.784 10.738 6.276 0.5973
H 10.160 10.751 5.413 0.5889
H 9.888 9.351 6.419 0.4471
H 10.868 13.166 7.021 0.3123
H 11.861 12.391 5.786 0.6314
H 13.547 13.682 6.736 0.7496
H 13.750 12.318 7.735 0.2222
H 10.702 14.864 8.621 -0.1732
H 11.890 15.725 7.636 0.8726
H 11.043 17.248 9.184 0.6960
H 12.713 16.969 9.655 0.4696
C 13.669 12.896 13.636 -0.8977
N 12.533 13.726 13.976 0.6749
C 12.687 14.608 15.152 -1.0607
P 11.250 13.724 12.999 0.1629
O 11.326 12.478 12.169 -0.7912
O 11.228 14.919 11.848 0.8468
P 11.221 16.439 11.403 0.5991
O 12.223 13.113 9.900 -0.3940
N 12.249 17.266 12.380 0.5838
C 12.072 18.705 12.650 -0.9786
C 13.624 16.763 12.374 -1.0420
N 9.761 17.072 11.639 -0.0629
C 9.275 17.380 13.001 -1.4950
C 8.668 17.235 10.601 -1.0973
N 9.861 13.912 13.868 0.2465
C 9.776 12.995 15.034 -0.9659
C 8.593 13.981 13.106 -0.2990
H 14.028 12.371 14.531 0.4116
H 14.531 13.473 13.294 0.2602
H 13.419 12.155 12.864 -0.0962
H 12.867 13.992 16.035 0.4146
H 11.851 15.281 15.305 0.2862
H 13.579 15.241 15.031 0.3712
H 10.998 18.868 12.746 0.3549
H 12.531 19.363 11.908 0.3114
H 12.519 18.898 13.636 0.3373
H 13.653 15.729 12.075 0.2953
H 14.040 16.787 13.379 0.2823
H 14.247 17.362 11.712 0.4113
H 10.021 17.156 13.714 0.4763
H 8.424 16.743 13.244 0.4178
H 9.030 18.438 13.067 0.5375
H 8.800 16.540 9.789 0.3579
H 8.713 18.241 10.237 0.3517
H 7.744 17.089 11.134 0.3895
H 10.741 12.695 15.359 0.4813
H 9.206 12.098 14.778 0.2119
H 9.223 13.531 15.817 0.3513
H 8.745 14.667 12.269 -0.1999
H 7.853 14.351 13.801 0.6058
H 8.264 13.032 12.723 -0.2701
C 6.173 8.144 11.417 -0.9569
Si 7.984 8.142 11.745 0.5200
C 8.929 7.423 10.310 -0.8469
C 8.359 7.272 13.308 -1.1629
Se 8.774 10.451 12.028 -0.1889
H 5.800 7.112 11.386 0.4104
H 5.950 8.622 10.457 0.2250
H 5.632 8.691 12.186 0.3403
H 8.463 6.501 9.966 0.4919
H 9.947 7.147 10.551 0.3161
H 8.941 8.092 9.458 0.1207
H 7.657 6.463 13.444 0.3657
H 8.276 7.940 14.175 0.3419
H 9.336 6.860 13.329 0.3599
C 16.242 9.716 11.869 -0.8157
O 14.834 9.801 11.405 -0.3534
P 14.516 10.850 10.231 0.3193
O 15.126 10.224 8.893 -0.2781
C 15.376 8.852 8.489 -0.5572
O 12.850 10.524 10.198 0.9060
C 12.323 9.320 10.780 -0.5090
H 16.194 9.382 12.899 0.2560
H 16.734 10.669 11.728 0.3895
H 16.724 8.917 11.332 0.3063
H 15.913 8.850 7.579 0.3108
H 14.431 8.339 8.329 0.2176
H 15.941 8.303 9.252 0.2129
H 11.231 9.254 10.628 -0.2089
H 12.450 9.282 11.854 0.3339
H 12.713 8.379 10.353 0.4707

---

# 4
62
Properties=species:S:1:pos:R:3:nbo_charge:R:1 method="wB97M-V/def2-TZVPD" de_lowest_ev=0.0986 homo_lumo_gap_ha=0.24345 e_homo_ha=-0.2612
Pd -0.337 2.267 1.013 1.0356
C 2.638 5.452 1.759 -0.6359
C 1.834 4.572 2.701 -0.4918
O 2.209 4.843 4.053 -0.7258
P 2.179 2.790 2.428 2.3691
O 1.466 2.044 3.618 -1.0046
O 3.711 2.520 2.690 -0.9661
O 1.779 2.345 1.056 -1.0579
P 0.019 4.696 2.432 2.3518
O -0.359 6.213 2.759 -0.9904
O -0.576 3.815 3.491 -1.1789
O -0.246 4.383 0.967 -1.0945
H 3.706 5.304 1.923 0.2259
H 2.399 6.497 1.956 0.2299
H 2.401 5.216 0.722 0.2442
H 1.419 4.841 4.609 0.4941
H 0.581 2.463 3.783 0.5479
H 3.951 2.664 3.616 0.5249
H -0.839 6.651 2.047 0.5178
Br -2.005 2.349 -1.855 0.1490
C -2.996 2.200 -0.272 0.1543
C -4.360 1.960 -0.332 -0.2581
C -5.067 1.894 0.853 -0.1281
C -4.402 2.084 2.056 -0.2534
C -3.043 2.307 2.032 0.0754
N -2.353 2.361 0.881 -0.4446
H -4.835 1.828 -1.292 0.2443
H -6.131 1.700 0.836 0.2305
H -4.920 2.051 3.002 0.2369
H -2.457 2.465 2.928 0.2548
C 1.814 -3.583 -5.966 -0.6314
C 1.746 -3.920 -4.499 -0.0251
C 2.439 -5.029 -4.024 -0.2378
C 2.413 -5.354 -2.678 -0.1989
C 1.691 -4.579 -1.788 -0.2538
C 0.969 -3.481 -2.251 0.1512
N 0.249 -2.637 -1.393 -0.6173
C -0.296 -2.940 -0.168 0.2190
C -0.644 -4.257 0.176 -0.2784
C -1.211 -4.548 1.398 -0.1689
C -1.464 -3.544 2.327 -0.2804
C -1.161 -2.241 1.989 -0.1494
C -0.590 -1.912 0.758 -0.1818
C -0.343 -0.473 0.445 0.7631
O -0.631 0.349 1.415 -0.7091
O 0.082 -0.087 -0.644 -0.6866
C 0.995 -3.142 -3.613 0.0319
C 0.220 -1.938 -4.076 -0.6629
H 2.496 -4.260 -6.480 0.2150
H 2.167 -2.563 -6.129 0.2163
H 0.836 -3.669 -6.445 0.2148
H 3.014 -5.633 -4.716 0.2044
H 2.974 -6.205 -2.313 0.2096
H 1.710 -4.805 -0.731 0.2198
H 0.329 -1.636 -1.549 0.4450
H -0.483 -5.048 -0.543 0.2230
H -1.468 -5.576 1.627 0.2095
H -1.900 -3.776 3.289 0.2105
H -1.362 -1.435 2.680 0.2275
H -0.779 -1.933 -3.636 0.2264
H 0.118 -1.912 -5.158 0.2160
H 0.704 -1.006 -3.767 0.2224